Molecular formula: C60H76
Method: DFT, wB97M-V/def2-TZVPD

Net charge ... +1
Gap between HOMO and LUMO (alpha / beta) ... 7.304 / 3.260 eV
E_LUMO (alpha / beta) ... -3.75 / -7.79 eV
Multiplicity ... 2
⟨S²⟩ ... 0.767

Element x y z (Å)
C (11.71, -5.11, 15.69)
C (11.59, -4.64, 17.00)
C (11.90, -5.58, 18.04)
C (12.62, -6.73, 17.73)
C (12.74, -7.14, 16.43)
C (12.30, -6.34, 15.43)
H (11.32, -4.68, 14.78)
H (11.01, -3.74, 17.13)
H (11.91, -5.19, 19.05)
H (13.14, -7.33, 18.46)
H (13.26, -8.06, 16.20)
H (12.52, -6.71, 14.44)
C (13.84, -0.18, 22.36)
C (14.89, -0.99, 22.82)
C (15.83, -0.40, 23.67)
C (15.64, 0.86, 24.11)
C (14.50, 1.65, 23.73)
C (13.58, 1.10, 22.87)
H (13.21, -0.65, 21.62)
H (14.99, -2.01, 22.47)
H (16.63, -1.09, 23.92)
H (16.39, 1.31, 24.74)
H (14.52, 2.70, 23.99)
H (12.75, 1.67, 22.46)
C (8.99, -4.54, 20.32)
C (8.53, -4.78, 19.03)
C (7.75, -3.87, 18.36)
C (7.37, -2.63, 18.94)
C (7.98, -2.30, 20.10)
C (8.76, -3.28, 20.79)
H (9.60, -5.24, 20.87)
H (8.83, -5.71, 18.56)
H (7.39, -3.91, 17.34)
H (6.75, -1.86, 18.50)
H (7.83, -1.39, 20.66)
H (9.16, -3.03, 21.76)
C (18.17, -4.31, 25.59)
C (17.53, -3.34, 26.35)
C (16.71, -3.66, 27.41)
C (16.58, -4.98, 27.76)
C (17.17, -5.94, 26.92)
C (17.87, -5.63, 25.88)
H (18.81, -4.00, 24.78)
H (17.70, -2.30, 26.10)
H (16.17, -2.97, 28.05)
H (16.01, -5.32, 28.62)
H (16.93, -6.96, 27.17)
H (18.21, -6.43, 25.23)
C (14.96, -4.56, 23.44)
C (13.70, -4.54, 22.85)
C (13.47, -5.19, 21.68)
C (14.57, -5.96, 21.07)
C (15.82, -6.04, 21.70)
C (16.02, -5.35, 22.91)
H (15.18, -4.11, 24.40)
H (12.96, -3.90, 23.32)
H (12.52, -4.99, 21.22)
H (14.31, -6.58, 20.22)
H (16.62, -6.64, 21.30)
H (17.02, -5.23, 23.28)
C (13.14, -3.67, 28.38)
C (13.46, -2.43, 28.87)
C (13.47, -1.33, 27.98)
C (13.27, -1.50, 26.61)
C (13.20, -2.81, 26.19)
C (13.07, -3.90, 27.03)
H (12.97, -4.51, 29.04)
H (13.67, -2.26, 29.92)
H (13.69, -0.42, 28.52)
H (13.58, -0.69, 25.97)
H (13.10, -2.88, 25.12)
H (12.88, -4.88, 26.61)
C (13.49, -7.75, 26.32)
C (14.39, -8.69, 26.79)
C (15.16, -9.35, 25.84)
C (15.13, -9.02, 24.50)
C (14.21, -8.11, 24.05)
C (13.37, -7.52, 25.01)
H (12.87, -7.30, 27.08)
H (14.43, -8.95, 27.84)
H (15.85, -10.17, 26.00)
H (15.81, -9.56, 23.87)
H (14.19, -7.81, 23.01)
H (12.55, -6.86, 24.75)
C (11.35, -9.61, 22.81)
C (10.03, -9.58, 23.23)
C (9.05, -9.07, 22.39)
C (9.54, -8.24, 21.35)
C (10.87, -8.10, 21.02)
C (11.80, -8.88, 21.76)
H (12.09, -10.22, 23.30)
H (9.71, -10.10, 24.12)
H (7.98, -9.11, 22.55)
H (8.83, -7.78, 20.68)
H (11.00, -7.54, 20.11)
H (12.84, -8.88, 21.46)
C (14.20, -2.15, 17.64)
C (15.25, -2.96, 18.39)
C (15.48, -4.30, 17.79)
C (16.99, -4.63, 17.94)
C (17.35, -6.08, 17.75)
C (16.66, -6.79, 16.55)
H (13.28, -2.73, 17.54)
H (14.51, -1.69, 16.70)
H (14.05, -1.36, 18.37)
H (16.15, -2.36, 18.26)
H (15.00, -2.92, 19.45)
H (15.12, -4.53, 16.78)
H (14.85, -4.97, 18.37)
H (17.45, -4.11, 17.10)
H (17.49, -4.22, 18.81)
H (18.43, -6.09, 17.59)
H (17.14, -6.63, 18.67)
H (17.22, -7.71, 16.38)
H (15.63, -7.13, 16.62)
H (16.86, -6.29, 15.60)
C (19.23, -7.78, 22.65)
C (19.72, -7.08, 21.40)
C (19.59, -5.49, 21.33)
C (20.47, -5.03, 20.10)
C (20.45, -3.55, 19.76)
C (20.89, -2.64, 20.94)
H (19.03, -8.83, 22.46)
H (18.29, -7.34, 22.98)
H (19.94, -7.57, 23.45)
H (20.73, -7.35, 21.10)
H (19.14, -7.39, 20.53)
H (19.93, -5.03, 22.26)
H (18.55, -5.22, 21.15)
H (21.49, -5.40, 20.18)
H (20.25, -5.58, 19.19)
H (21.00, -3.37, 18.84)
H (19.42, -3.35, 19.47)
H (20.53, -1.66, 20.63)
H (20.29, -2.89, 21.81)
H (21.93, -2.69, 21.25)